No. 1
Molecular formula: C27H20F3NO6
Method: DFT, ωB97M-V/def2-TZVPD

Calculated values
HOMO-LUMO gap   8.6 eV
SMILES   O=C(N[C@H](Cc1ccccc1)C(=O)Oc1ccc2c(C(F)(F)F)cc(=O)oc2c1)OCc1ccccc1
F_max   0.0245 hartree/bohr
Calculated total energy   -50253.202 eV

Geometry as XYZ:
```
57
C27H20F3NO6, DFT ωB97M-V/def2-TZVPD
C -2.01808 3.89205 0.34406
N 3.48534 1.45636 -0.26801
O 1.40212 -0.15143 -1.39242
C 4.05441 -2.78341 1.31321
H -3.21726 0.73810 1.81641
C -2.34491 2.87580 -0.53761
C 1.63813 4.46876 -0.45981
C 2.87795 -3.04931 -0.75451
C -0.88832 -1.51750 -0.30031
H 2.60583 -2.67660 -1.73176
H -0.47791 5.18738 1.07043
C -2.57773 0.10378 1.22527
H 1.75208 -4.85432 -0.96716
C -0.37621 -0.60706 0.60321
C -0.73323 4.40433 0.37156
H -1.62154 1.57885 -2.08277
C -4.54154 -0.98658 0.07973
H 5.17126 -0.71127 -0.01523
O 2.62092 3.46839 -0.72738
C 3.70876 -2.29215 0.06137
O -4.37716 -3.55542 -2.38129
H -0.24626 -2.14612 -0.89514
C -3.13238 -0.80685 0.31480
C -4.05426 -2.72465 -1.57751
C -1.38057 2.37684 -1.39598
C -2.26919 -1.61896 -0.44588
C 2.74685 -4.75628 0.92535
H 3.81858 1.53661 -1.21886
H 4.70166 -2.20185 1.95369
C 3.19555 0.11207 0.20121
C -5.53004 -0.14271 0.84977
H 1.78623 5.21383 -1.24667
H -6.03084 -2.05007 -1.01692
C 2.60524 2.42956 0.12570
O 0.98153 -0.46815 0.79784
H 3.21881 0.11600 1.29478
H -0.77018 0.91550 2.04471
C -0.09975 2.89894 -1.38049
C 1.76953 -0.20950 -0.25174
C 0.23511 3.91401 -0.49332
H 3.85788 -4.38354 2.71619
O -2.72490 -2.52340 -1.33531
H 1.83678 4.92346 0.51660
F -5.35912 1.17014 0.61982
C -1.21594 0.20529 1.36771
F -5.41970 -0.31431 2.17692
H 0.64662 2.50426 -2.05463
F -6.79872 -0.41880 0.53582
H 4.14880 -0.85258 -1.46310
C 4.16344 -0.92392 -0.37364
H -2.76624 4.28199 1.01796
C 2.39833 -4.27445 -0.32473
C -4.98298 -1.89142 -0.81658
O 1.92387 2.36361 1.11660
C 3.57960 -4.01024 1.74186
H -3.34861 2.47867 -0.55479
H 2.37241 -5.71171 1.26098
```

---

No. 2
Molecular formula: C27H20F9N7O3PRu
Method: DFT, ωB97M-V/def2-TZVPD

Calculated values
Charge   +1
HOMO-LUMO gap (spin up / spin down)   8.3 / 5.5 eV
2S+1   5
F_max   0.0042 hartree/bohr
Energy relative to the best compared isomer or geometry (same formula, charge and spin)   2.7 kJ/mol
Calculated total energy   -81222.017 eV

Geometry as XYZ:
```
68
C27H20F9N7O3PRu, DFT ωB97M-V/def2-TZVPD
H -7.77878 1.20942 -0.62122
H 2.03699 -1.95928 -1.19944
H 5.18488 1.75538 -1.36509
C 5.42684 1.24626 -4.03615
C 4.28116 1.36091 -1.80699
H -4.01944 -0.23101 0.85493
N -2.53098 0.94591 -0.96747
F -1.20797 0.03213 2.83877
C -0.09917 3.06639 0.71703
Ru 0.14016 0.13258 -0.15684
N 0.41095 1.82373 0.99608
O -0.64941 1.21256 -1.90400
N 2.01752 0.66230 -1.52839
H -0.14654 4.89887 1.97429
H 2.93234 0.36640 -4.74236
C -5.97979 0.41337 0.22405
F -2.15614 -1.42230 4.34620
C -3.96787 1.03857 -0.87488
H 3.17090 1.35186 0.03112
C 2.50814 -0.16032 4.95395
F -2.74433 -1.50048 2.12006
C -4.59559 0.34330 0.14378
C 3.02661 0.58731 -3.68905
C -1.35010 -3.54232 -1.87194
C -6.04297 1.85650 -1.69984
H -0.30252 -5.25725 -2.63087
F 5.08736 1.46401 -5.30938
O 1.84482 -0.55610 0.97970
C 1.57301 0.77411 2.93979
P -1.38346 -1.59266 2.97219
C -2.66751 -4.06865 -2.09745
C 0.90712 1.85037 2.22774
H -2.07548 -1.72103 -0.98904
F 0.04684 -1.64913 3.74208
C 1.78894 0.83691 4.29572
C 3.16083 1.13821 -1.02914
H 3.61859 -2.00387 4.78686
N -0.01018 -1.73343 -1.11181
C 1.02750 -3.70287 -1.95583
F 6.17822 2.27245 -3.62397
H -4.14112 2.33928 -2.57959
F 6.18823 0.14186 -3.99886
C 3.06067 -1.24942 4.25048
C 0.09706 3.86737 1.79656
N 0.72408 3.08940 2.73116
C 2.06479 -0.38710 2.20986
C -1.20973 -2.28181 -1.31172
C -4.66398 1.80450 -1.80086
C -6.70051 1.16241 -0.69159
H -6.49042 -0.12572 1.01001
F -1.47805 -3.18083 3.00767
H 1.37491 1.64559 4.88356
H -0.55796 3.28845 -0.22989
C 1.95254 0.40273 -2.83754
C 4.20859 1.07010 -3.15795
H 1.94064 -4.23522 -2.17809
H 1.03455 3.40253 3.63602
O -1.88231 0.38103 0.02476
H -6.60643 2.44458 -2.41113
N -3.72338 -4.47972 -2.27750
N -1.91126 1.38106 -1.98676
H 3.21648 -2.20310 2.33866
F -0.53131 -1.70849 1.52789
H 1.00011 0.05379 -3.21155
C 1.09095 -2.43449 -1.41561
C 2.85345 -1.36341 2.91461
C -0.21088 -4.26919 -2.20108
H 2.63878 -0.09529 6.02525
```

---

No. 3
Molecular formula: C27H20IN3O2PtS
Method: DFT, ωB97M-V/def2-TZVPD

Calculated values
HOMO-LUMO gap   5.9 eV
F_max   0.0400 hartree/bohr
Energy relative to the best compared isomer or geometry (same formula, charge and spin)   238.9 kJ/mol
Calculated total energy   -59070.620 eV

Geometry as XYZ:
```
55
C27H20IN3O2PtS, DFT ωB97M-V/def2-TZVPD
C -1.73538 -3.09388 -0.15282
C 0.00682 0.45612 -4.53962
C -0.96898 -2.04928 0.45498
O 0.10552 -1.68328 -0.12632
C -1.44618 -1.51978 1.70348
H -4.14058 -3.59078 1.95108
H 5.23002 0.41212 1.17508
C 1.65192 0.53922 -2.70862
C -2.18248 0.40412 -5.46532
H -1.90508 -4.38368 -1.84942
H 2.83282 0.48772 1.67648
I -0.69048 3.23422 0.19268
C 4.51852 0.45222 0.36258
C 1.20142 1.31392 3.64798
C -1.92258 0.44282 -3.06682
C -2.60268 -2.12318 2.26798
H 2.57482 4.37112 4.09348
C 3.15362 0.50702 0.64328
Pt 0.20572 0.54272 -0.25692
H -2.83068 0.39192 -6.32812
H 1.17282 0.32942 4.09288
H 6.01802 0.37952 -1.15792
H -4.00248 -0.00948 2.64638
N -0.03058 0.47072 1.73168
H -2.33528 0.42872 -2.06412
H 2.45832 2.13532 5.15118
H -1.15138 -0.16188 3.33288
H 1.23972 4.82352 2.06108
H -2.57338 -1.69988 4.38598
C 1.98192 3.58612 3.65078
C -0.53668 0.48362 -3.23872
C 1.25492 3.83742 2.49688
C 1.92302 2.33102 4.23538
C -0.84498 -0.39378 2.31748
N -2.81378 -3.58878 0.39568
H -1.11748 -2.81728 -2.16982
H -0.24868 -4.06248 -1.29572
H -3.80308 0.37612 -4.07212
C -0.80958 0.42062 -5.65392
O -3.46308 -0.16928 3.42878
H 4.40272 0.40062 -3.02312
C 4.06332 0.45722 -1.99962
C -2.72998 0.40592 -4.18472
C -3.23588 -3.13068 1.57238
C 4.95942 0.43302 -0.95342
C 0.54122 1.51282 2.42808
N 0.39612 0.54042 -2.25782
C -1.23428 -3.63018 -1.45262
S 1.75792 0.47812 -4.45022
C 2.68862 0.54322 -1.73672
H -4.17308 -2.08498 3.71798
H -0.38488 0.40962 -6.64552
C 0.54772 2.81602 1.90738
C 2.25482 0.60072 -0.39062
C -3.22818 -1.56268 3.51878
```

---

No. 4
Molecular formula: C27H20InN5O2
Method: DFT, ωB97M-V/def2-TZVPD

Calculated values
Charge   +2
HOMO-LUMO gap (spin up / spin down)   5.3 / 5.3 eV
F_max   0.0440 hartree/bohr
Energy relative to the best compared isomer or geometry (same formula, charge and spin)   99.3 kJ/mol
Calculated total energy   -45025.022 eV

Geometry as XYZ:
```
55
C27H20InN5O2, DFT ωB97M-V/def2-TZVPD
N 2.24210 0.68680 -0.30126
C -7.28780 2.23780 -0.19996
C 3.72010 1.37020 -2.12416
C -4.02350 -0.38920 0.04184
H -2.81530 1.39400 -0.08346
H -1.39020 -4.12530 0.29604
H -0.51070 2.73910 3.04114
H 1.07330 2.20450 1.22334
C 0.65830 -0.93180 2.49344
H 2.64520 3.11210 -1.49366
C 5.18760 -0.45940 -2.81096
In 1.42540 -3.27240 -0.16046
C -0.17040 1.72490 2.89924
C -6.18900 1.34690 -0.10516
C 0.70410 1.43500 1.88464
C -1.73560 -3.11000 0.20694
C 5.08560 1.65110 -4.11326
H -1.25740 -0.02830 -0.35186
C -3.00530 -2.63570 0.29964
H -1.32770 0.92460 4.52314
H 3.45820 4.51540 -3.34976
N 1.80400 -0.12920 0.49454
C 3.26610 0.52680 -1.07136
H 4.97130 3.57260 -5.04496
H -3.91230 -3.16400 0.50244
C -1.63400 -1.00420 -0.13106
C -3.81210 0.98440 -0.06136
N -8.16840 2.96340 -0.27676
C -4.88700 1.84710 -0.14086
N -0.87970 -2.07940 -0.06076
H 5.76750 1.25280 -4.84666
C 4.81030 -1.24740 -1.76316
H -0.51660 -1.33810 4.25084
C 3.77050 3.48400 -3.27766
C 4.63750 2.95160 -4.22886
H 1.21670 -4.11740 2.84284
H 1.20680 -2.97080 4.19924
H -4.72820 2.91030 -0.23456
C -6.40500 -0.02470 0.01984
H 5.22330 -2.23610 -1.61136
H -0.30540 -3.31900 3.29924
C 4.67050 0.84560 -3.04006
C 0.77710 -3.19350 3.21904
N -2.93590 -1.28630 0.08234
C 3.30300 2.69850 -2.24216
C -5.32610 -0.88270 0.08754
H -5.51480 -1.94010 0.16354
C -0.62350 0.70660 3.73424
H -7.41120 -0.41640 0.05534
O 1.10960 -2.18030 2.27204
C -0.17810 -0.58940 3.55594
H 5.93140 -0.84320 -3.49296
C 3.85400 -0.81560 -0.81236
C 1.09610 0.09990 1.62314
O 3.33580 -1.45600 0.11954
```